(1)
{"formula": "C6H10O", "method": "wB97M-V/def2-TZVPD", "energy_ev": -8429.917, "smiles": "C[C@H]1C[C@@]2(O)C[C@@H]12", "lumo_energy_ev": 0.978, "relative_energy_kj_mol": 127.7, "e_homo_ha": -0.3483, "gap_ev": 10.5, "species": ["H", "H", "H", "C", "H", "C", "C", "C", "H", "H", "H", "H", "H", "C", "O", "H", "C"], "positions_angstrom": [[-2.138447, 0.259310, -0.520789], [-1.762339, 0.809002, -2.151207], [1.172178, 1.855731, -0.341363], [0.573724, -0.963193, -0.132379], [-1.179741, -0.738370, 1.278994], [0.913865, 0.082299, 0.896166], [-0.030488, 0.116466, -1.043560], [-1.512489, 0.053076, -1.397308], [-0.445278, 1.804944, 0.417480], [0.238377, -1.728129, 1.889488], [-1.801131, -0.926826, -1.791930], [1.868659, 0.560194, 2.480172], [0.572914, 0.200336, -1.953032], [0.371940, 1.197225, 0.007789], [2.091046, 0.179726, 1.620625], [1.183425, -1.799467, -0.463013], [-0.116215, -0.962324, 1.203865]], "forces_ev_per_angstrom": [[0.099, -0.101, -0.131], [0.048, -0.108, 0.124], [-0.103, -0.114, 0.027], [0.117, -0.170, -0.181], [0.191, 0.036, 0.027], [-0.165, 0.015, -0.116], [-0.036, 0.002, -0.131], [-0.041, -0.036, -0.009], [0.124, -0.088, -0.042], [-0.048, 0.121, -0.113], [0.079, 0.113, 0.004], [0.132, -0.084, -0.082], [-0.100, 0.086, 0.120], [0.026, 0.129, 0.047], [-0.018, 0.097, 0.214], [-0.162, 0.115, 0.054], [-0.144, -0.015, 0.189]], "mulliken_charge": [0.303, 0.387, 0.265, -0.378, 0.175, 0.588, 0.232, -1.394, 0.302, 0.292, 0.301, 0.360, 0.400, -0.840, -0.518, 0.389, -0.864]}

(2)
{"formula": "C6H10O", "method": "wB97M-V/def2-TZVPD", "energy_ev": -8429.744, "smiles": "C[C@H]1C[C@H]2OC[C@@H]12", "lumo_energy_ev": 1.087, "relative_energy_kj_mol": 144.4, "e_homo_ha": -0.3460, "gap_ev": 10.5, "species": ["H", "H", "H", "C", "H", "H", "C", "H", "C", "H", "H", "C", "C", "O", "C", "H", "H"], "positions_angstrom": [[-1.973511, -0.062504, 1.688986], [0.423163, -1.751971, -0.610480], [-1.535026, 0.831389, -1.241975], [1.281068, 0.200701, -0.831747], [-0.432732, 2.163489, -1.697869], [-1.254555, -1.683103, 1.742364], [-1.315025, -0.757448, 1.156721], [2.308221, 0.475631, -1.090988], [0.082689, -0.203218, 0.940225], [0.590550, 1.980721, 0.532539], [-1.783313, -1.012224, 0.198729], [0.992189, -1.051178, 0.006807], [0.322127, 1.044059, 0.038452], [0.386074, 0.262946, -1.957379], [-0.488124, 1.161606, -1.253815], [1.834366, -1.575371, 0.468565], [0.561840, -0.023523, 1.910865]], "forces_ev_per_angstrom": [[0.108, -0.049, -0.057], [0.102, -0.071, 0.145], [0.180, -0.023, -0.028], [0.329, -0.075, 0.011], [-0.085, -0.094, 0.086], [-0.040, 0.151, -0.082], [-0.063, 0.018, -0.024], [-0.151, -0.073, 0.046], [-0.053, -0.046, 0.086], [-0.020, -0.198, -0.056], [0.033, 0.069, 0.134], [0.051, -0.111, -0.052], [-0.027, 0.143, 0.081], [0.059, 0.014, -0.170], [-0.296, 0.229, 0.094], [-0.091, 0.190, -0.026], [-0.036, -0.074, -0.188]], "mulliken_charge": [0.331, 0.295, 0.259, 0.317, 0.255, 0.381, -1.538, 0.405, 0.290, 0.409, 0.357, -1.117, -0.321, -0.461, -0.573, 0.317, 0.391]}

(3)
{"formula": "C6H10O", "method": "wB97M-V/def2-TZVPD", "energy_ev": -8426.272, "lumo_energy_ev": 0.696, "relative_energy_kj_mol": 479.4, "e_homo_ha": -0.2856, "gap_ev": 8.5, "species": ["C", "C", "H", "C", "C", "H", "H", "H", "H", "H", "C", "H", "H", "H", "C", "H", "O"], "positions_angstrom": [[0.746567, -1.287442, 0.160895], [1.297445, -0.378476, -0.936495], [-2.019452, 1.812644, -0.708045], [-0.189632, -0.283363, 1.683547], [-0.692992, -0.761724, 0.305435], [1.852298, -0.859529, -1.748519], [0.935235, -2.355256, 0.008101], [-0.136930, 0.801318, 1.842906], [-0.691536, -0.742364, 2.544025], [1.842199, 0.478565, -0.539149], [-0.934921, 1.625023, -0.682065], [0.277034, -0.112970, -1.609394], [-0.511596, 2.196925, -1.513735], [-1.529052, -1.466992, 0.361444], [-0.799974, 0.150926, -0.905308], [-0.557521, 2.040958, 0.265061], [1.112828, -0.858242, 1.471296]], "forces_ev_per_angstrom": [[-0.011, -0.191, -0.301], [0.142, 0.018, 0.089], [0.124, -0.040, 0.033], [-0.275, 0.233, 0.197], [-0.092, -0.081, -0.018], [-0.096, 0.079, 0.101], [-0.021, 0.164, 0.021], [-0.001, -0.170, -0.021], [0.071, 0.051, -0.131], [-0.103, -0.103, -0.042], [0.029, 0.044, -0.023], [0.044, -0.001, -0.089], [-0.101, -0.095, 0.084], [0.133, 0.116, -0.011], [0.011, 0.084, 0.196], [0.003, -0.094, -0.155], [0.143, -0.014, 0.070]], "mulliken_charge": [0.254, -0.977, 0.322, -0.496, 0.063, 0.381, 0.384, 0.185, 0.276, 0.324, -1.160, 0.222, 0.350, 0.439, -0.402, 0.310, -0.475]}

(4)
{"formula": "C6H10O", "method": "wB97M-V/def2-TZVPD", "energy_ev": -8427.579, "lumo_energy_ev": 1.127, "relative_energy_kj_mol": 353.3, "e_homo_ha": -0.3401, "gap_ev": 10.4, "species": ["H", "H", "H", "C", "C", "H", "H", "C", "H", "C", "C", "C", "H", "H", "H", "O", "H"], "positions_angstrom": [[1.347539, -1.208884, -1.099745], [-0.741123, -0.586168, 1.920982], [2.160478, 1.882167, 0.558191], [-1.516872, 0.670301, 0.131406], [-1.481595, -1.406789, -0.096453], [-2.315300, -1.933021, 0.384869], [2.147356, -1.198055, 0.469189], [-0.744323, -0.462512, 0.836890], [2.220616, 2.337232, -0.023436], [-0.188618, 1.282131, -0.182261], [0.470077, 0.164314, 0.184158], [1.692648, -0.551779, -0.287951], [-2.377026, 1.225281, 0.504587], [-0.850071, -2.111021, -0.651971], [0.098494, 2.227630, -0.631961], [-1.955554, -0.304803, -0.881896], [2.443252, 0.115465, -0.717279]], "forces_ev_per_angstrom": [[0.136, 0.054, 0.136], [0.005, -0.104, -0.200], [0.183, 0.282, -0.004], [-0.200, 0.370, 0.309], [0.043, -0.347, 0.013], [0.101, 0.002, -0.123], [-0.038, 0.187, -0.004], [-0.006, -0.182, 0.190], [0.258, 0.124, 0.113], [0.055, -0.058, -0.131], [-0.043, -0.050, -0.192], [0.056, 0.034, 0.036], [0.097, -0.004, 0.112], [-0.258, 0.049, -0.063], [-0.062, -0.316, -0.247], [-0.220, 0.080, -0.074], [-0.108, -0.121, 0.128]], "mulliken_charge": [0.293, 0.433, -0.102, -0.017, -0.482, 0.253, 0.312, -0.223, 0.131, -0.604, 0.198, -1.199, 0.415, 0.271, 0.348, -0.428, 0.400]}

(5)
{"formula": "C6H10O", "method": "wB97M-V/def2-TZVPD", "energy_ev": -8429.918, "smiles": "C[C@H]1C[C@@]2(O)C[C@@H]12", "lumo_energy_ev": 0.992, "relative_energy_kj_mol": 127.6, "e_homo_ha": -0.3402, "gap_ev": 10.2, "species": ["H", "C", "H", "C", "H", "C", "O", "C", "H", "H", "H", "H", "C", "H", "H", "H", "C"], "positions_angstrom": [[-0.649534, -0.557093, -2.014024], [-1.083988, 0.990857, -0.401604], [-1.983685, 1.307334, -0.925607], [-0.391234, -0.191893, -1.025321], [-0.519132, 1.804666, 0.050794], [-1.204391, -0.353178, 0.238855], [-2.435087, -0.975231, 0.383112], [0.033783, -0.767803, 1.022398], [1.346879, -1.440412, -0.619172], [1.579736, 1.492787, 0.280990], [2.449305, 0.783603, -1.087826], [-3.055689, -0.319043, 0.720655], [0.898320, -0.511353, -0.251765], [0.286174, -0.201092, 1.927916], [2.761863, 0.215642, 0.562579], [-0.011957, -1.833730, 1.263198], [1.978631, 0.555944, -0.125184]], "forces_ev_per_angstrom": [[0.104, 0.175, 0.076], [-0.068, 0.181, 0.073], [0.141, -0.070, 0.074], [0.058, -0.102, -0.219], [-0.097, -0.156, -0.045], [0.210, 0.065, -0.015], [-0.179, 0.094, 0.063], [-0.041, -0.033, 0.150], [-0.091, 0.110, 0.096], [0.053, -0.155, -0.077], [-0.082, -0.071, 0.101], [0.027, -0.182, 0.002], [0.115, -0.043, -0.015], [-0.063, -0.042, -0.136], [-0.099, 0.047, -0.116], [0.005, 0.150, 0.006], [0.006, 0.031, -0.017]], "mulliken_charge": [0.388, -0.966, 0.349, -0.376, 0.136, 0.695, -0.541, -0.795, 0.385, 0.280, 0.331, 0.352, 0.209, 0.285, 0.373, 0.278, -1.384]}

(6)
{"formula": "C6H10O", "method": "wB97M-V/def2-TZVPD", "energy_ev": -8424.360, "lumo_energy_ev": 1.029, "relative_energy_kj_mol": 663.8, "e_homo_ha": -0.2990, "gap_ev": 9.2, "species": ["C", "C", "C", "C", "H", "H", "H", "H", "H", "C", "O", "H", "H", "H", "H", "C", "H"], "positions_angstrom": [[-0.795518, -0.526720, -0.473857], [0.620165, -1.060546, -0.427052], [0.002250, 1.294843, 1.432048], [-0.065907, 0.521241, 0.186050], [-1.402223, -0.364619, -1.360950], [1.288112, 0.251049, -2.017331], [0.177133, 2.861213, -0.207280], [0.422629, -2.883568, 0.965505], [1.651956, -0.918862, -0.642061], [-0.411029, 2.028247, 0.180614], [-1.214179, -1.575245, 0.401384], [-1.488351, 2.244865, 0.108159], [1.021804, 1.545582, 1.736087], [-0.679259, 1.100273, 2.248590], [1.157245, 0.860145, -1.605419], [-0.012166, -2.318798, 0.135196], [-0.272663, -3.059099, -0.659683]], "forces_ev_per_angstrom": [[-0.561, 0.167, -0.072], [0.157, 0.424, 0.634], [-0.118, -0.265, 0.324], [0.068, -0.653, 0.431], [-0.166, 0.094, 0.065], [0.097, 0.472, -0.446], [0.225, -0.448, 0.097], [-0.236, 0.320, 0.288], [0.002, 0.035, -1.135], [0.299, -0.218, -0.167], [-0.820, -0.255, -0.092], [0.464, -0.468, -0.278], [-0.264, -0.301, 0.076], [-0.175, 0.213, 0.068], [0.187, 0.222, -0.471], [0.232, 0.163, 0.515], [0.608, 0.498, 0.162]], "mulliken_charge": [0.285, -0.612, -0.549, 0.024, 0.331, 0.162, 0.268, 0.275, 0.560, -0.518, -0.426, 0.223, 0.170, 0.266, -0.114, -0.551, 0.206]}